DFT (ωB97M-V/def2-TZVPD) results for a molecular structure, C38H96In2N8O21.

Output
- net charge = +2
- electronic energy (eV) = -106196.05435

```
165
Properties=species:S:1:pos:R:3:forces:R:3:mulliken_charge:R:1
In -1.894743 -1.859921 -4.637280 0.9 1.5 1.4 1.318
In 3.224239 -2.826138 -3.372541 -0.7 0.8 0.6 1.053
O -1.774506 -4.148012 -2.856335 -1.4 0.0 -0.6 -0.120
C -0.472161 -4.474815 -2.732418 0.2 -1.8 1.4 0.411
O -0.187091 -5.533157 -2.169976 0.0 0.4 -0.4 -0.665
O 0.270108 -3.598360 -3.161153 2.0 2.7 -1.8 -0.482
H -2.122556 -4.994629 -2.567019 -1.3 -0.2 0.3 0.183
O 3.710465 -4.435438 1.420265 0.8 0.6 1.3 -0.380
C 3.117204 -4.622135 0.275846 -0.4 0.8 -2.0 0.531
O 2.400564 -5.604019 0.166719 -0.9 -0.8 -0.7 -0.556
O 3.313857 -3.762896 -0.617060 0.3 0.8 -0.8 -0.368
H 3.314445 -5.238479 1.766520 0.4 -0.9 1.9 0.286
O 0.153070 -0.844545 0.147592 -1.4 0.0 1.9 0.644
C 0.284680 -0.858726 -1.150763 -0.5 0.1 -3.8 -0.076
O 1.465600 -0.889905 -1.510088 1.9 -0.3 -1.1 -0.700
O -0.694942 -0.794301 -1.932976 -1.1 -0.1 0.4 0.079
H 1.106278 -0.876487 0.257005 0.9 0.0 1.5 -0.461
O 1.502396 0.830082 -6.373005 -0.8 0.2 0.1 -0.625
C 1.848318 -0.110498 -5.455807 0.6 -0.7 -0.3 0.589
O 0.975108 -0.909052 -5.046616 -1.0 -0.7 0.5 -0.532
O 3.045490 -0.131277 -5.166819 0.5 -0.4 0.8 -0.676
H 2.359871 1.250936 -6.468910 0.3 0.6 -0.6 0.335
C -0.231383 1.352763 2.351886 -2.1 0.7 1.9 -0.566
O 0.146410 2.532952 3.076910 0.7 -0.4 -1.8 -0.118
C 0.790249 2.436595 4.345051 -1.5 -0.8 -2.0 0.235
C 1.039233 3.859294 4.700132 0.5 0.5 1.2 -0.803
N 1.953081 3.895847 5.849565 1.2 -0.7 -0.9 -0.370
C 3.369879 3.549848 5.501701 -0.6 -1.6 0.7 -0.478
C 3.713925 2.081830 6.084118 1.0 2.6 -0.9 -0.296
O 3.297028 1.987481 7.400035 -1.0 0.6 -0.1 -0.396
C 3.696477 0.785711 7.982387 0.7 -0.5 0.2 -0.696
H -1.030618 0.927144 2.958656 -0.3 -0.6 0.3 0.700
H 0.407560 0.488430 2.170837 0.9 0.7 -0.2 0.209
H -0.834738 1.710361 1.517499 0.9 -0.1 -0.6 -0.297
H 1.693815 1.837900 4.229992 0.2 -0.1 0.3 -0.319
H 0.036570 1.957618 4.970078 0.4 -0.2 0.8 0.380
H 0.108317 4.307024 5.048013 -0.1 0.2 -0.4 0.300
H 1.439337 4.387586 3.834719 0.0 0.1 0.1 0.406
H 1.675737 3.072182 6.364122 -0.3 0.4 1.1 0.233
H 4.063909 4.312995 5.853889 -0.1 -0.2 0.4 0.442
H 3.531216 3.483875 4.425729 -0.2 0.1 -0.3 0.129
H 4.800695 2.003824 6.053103 0.3 -0.1 -0.2 0.554
H 3.335431 1.288827 5.439151 -0.5 -0.1 -0.1 0.045
H 2.843393 0.216390 8.351483 0.0 0.0 0.1 0.257
H 4.417863 0.987359 8.774244 -0.2 0.0 0.3 0.289
H 4.250205 0.214157 7.237529 -0.1 -0.5 0.0 0.286
C -1.587357 2.949734 -6.669985 -1.1 0.1 -0.1 -1.756
C -2.069665 1.833428 -5.764522 -0.2 -1.3 -0.7 1.625
C -3.570577 1.545062 -5.693525 1.2 0.2 -1.8 -1.230
O -3.769202 0.587220 -4.690815 -0.5 0.8 -0.1 0.217
C -4.577334 1.121083 -3.680156 -1.4 -0.5 1.7 -0.936
N -1.490854 0.564763 -6.294025 0.1 -0.8 0.1 -0.148
H -0.503091 3.007604 -6.574461 -0.2 0.5 -0.2 0.370
H -2.148799 3.858987 -6.455201 0.6 0.4 0.5 0.424
H -1.916731 2.780650 -7.695177 0.5 -0.4 -0.2 0.485
H -1.728805 1.986070 -4.740502 0.1 -0.1 -0.1 -0.597
H -3.923885 1.075855 -6.611737 0.3 0.0 -0.4 0.347
H -4.107725 2.493320 -5.712916 -0.4 -0.1 1.2 0.470
H -5.192512 0.294983 -3.323483 0.3 -0.1 0.5 -0.154
H -5.335298 1.850892 -3.964694 0.3 0.2 -0.8 0.477
H -4.024056 1.574943 -2.857971 0.3 -0.2 0.1 0.426
H -0.520495 0.643404 -6.562936 1.1 0.0 1.3 0.064
H -1.798988 0.383810 -7.238703 -1.3 0.0 -0.2 0.347
C -4.766849 2.909268 0.388236 0.7 -0.3 0.6 -1.560
C -3.469080 3.221783 -0.300528 3.0 2.0 0.2 0.518
C -2.442484 4.039560 0.603743 -2.3 1.6 0.1 -0.628
O -2.811567 5.431239 0.408563 0.9 -1.4 0.0 -0.407
C -1.890617 6.321299 0.974208 -0.3 1.3 -0.3 -0.511
N -2.714373 2.074992 -0.776349 -0.8 -2.0 0.0 0.240
H -5.155025 3.788463 0.902464 -0.1 0.2 -0.5 0.423
H -4.527330 2.241574 1.215840 -0.4 -0.6 -0.1 0.355
H -5.480684 2.495338 -0.323932 -0.1 -0.1 0.3 0.304
H -3.683787 3.921447 -1.108283 0.2 -0.2 -0.4 0.417
H -1.372651 3.933304 0.424108 0.0 -0.4 -0.6 0.272
H -2.610403 3.847533 1.663472 0.0 -0.5 0.3 0.340
H -0.831825 6.179780 0.757351 0.1 -0.7 -0.3 0.049
H -1.974158 6.428596 2.055687 -0.2 -0.1 0.2 0.301
H -2.143561 7.255512 0.472823 0.1 0.3 0.5 0.328
H -2.471715 1.507348 0.023027 -0.4 -0.4 0.3 -0.142
H -1.802492 2.150992 -1.203900 -0.1 1.2 -0.4 -0.305
C 1.636272 -1.785744 5.394634 1.3 -0.2 0.0 -1.167
C 2.832610 -2.188272 4.563491 -0.4 -1.7 -1.3 0.128
C 3.304414 -3.700318 4.823114 0.3 0.8 2.6 -0.824
O 3.672527 -3.647308 6.245170 -0.4 -0.1 -1.9 -0.292
C 3.948081 -4.953178 6.733216 1.0 0.8 0.3 -0.818
N 2.423662 -2.208229 3.183022 0.8 0.6 0.4 0.446
H 1.963954 -2.014991 6.408617 -0.8 0.1 0.2 0.393
H 0.763762 -2.331794 5.035948 -0.2 0.3 0.4 0.439
H 1.613826 -0.709908 5.220950 -0.8 0.0 0.3 0.076
H 3.666735 -1.523559 4.788235 0.2 -0.2 -0.4 0.398
H 4.108072 -4.052246 4.176291 0.5 0.6 0.0 0.520
H 2.533680 -4.457695 4.680087 -0.7 0.3 0.1 0.432
H 4.307827 -4.824020 7.753998 -0.7 -0.1 0.3 0.271
H 4.869827 -5.281563 6.252955 -0.3 -0.8 -0.5 0.339
H 3.068050 -5.589378 6.638783 0.3 -0.3 0.1 0.316
H 1.552592 -2.696709 3.032283 -0.3 0.0 -0.4 -0.073
H 3.153014 -2.277211 2.487763 -0.2 -0.2 -0.2 -0.020
C 5.267085 -1.037198 0.026369 -0.1 -0.6 1.0 -1.235
C 4.682816 0.065259 -0.777597 -1.1 -1.0 -0.1 2.050
C 5.076035 1.529781 -0.232308 -0.9 -0.7 0.8 -0.470
O 4.429287 1.721161 1.057610 3.0 -0.7 -1.6 -0.455
C 3.073628 1.730774 1.007765 -1.5 0.8 1.2 1.329
N 4.703293 -0.219646 -2.199095 1.2 1.9 0.8 -0.288
H 6.324855 -1.047792 0.289276 0.1 0.3 -0.2 0.352
H 5.022896 -1.989588 -0.444165 0.0 -0.1 -0.2 0.342
H 4.671434 -1.026930 0.939166 0.4 -0.1 0.5 0.058
H 3.613127 -0.058139 -0.608328 -0.3 0.7 0.3 -1.161
H 4.733672 2.297590 -0.926114 -0.1 -0.1 -0.2 0.139
H 6.156935 1.557667 -0.094616 -0.1 0.2 0.2 0.415
H 2.644765 0.759734 0.760257 -0.2 -0.1 -0.5 -0.215
H 2.707275 2.561365 0.404437 -0.3 -0.2 -0.4 -0.250
H 2.735864 1.936362 2.023520 -0.1 0.0 0.1 -0.569
H 5.651622 -0.038202 -2.495482 0.6 -0.7 -0.7 0.291
H 4.236060 0.617070 -2.517994 -1.2 0.0 -1.3 0.061
C -2.983320 -3.169906 2.787172 0.1 -1.7 -1.3 -1.425
C -1.633281 -3.631329 2.128211 -2.1 0.2 1.2 0.528
C -1.770210 -3.936881 0.651412 1.2 -0.6 -0.7 -0.285
O -2.913867 -4.565245 0.294042 -3.5 -2.2 -0.7 -0.400
C -3.034143 -6.001505 0.532276 0.5 0.9 -0.8 -0.819
N -0.703873 -2.572265 2.335870 1.0 1.0 0.2 -0.174
H -3.507955 -4.115837 2.921558 -0.5 0.2 0.4 0.402
H -3.587809 -2.649909 2.044006 0.0 0.6 0.3 0.299
H -2.883097 -2.677503 3.754440 0.2 0.1 -0.2 0.395
H -1.443925 -4.545123 2.691450 0.9 -0.1 -0.2 0.287
H -0.952347 -4.573967 0.314784 0.8 0.1 0.1 0.716
H -1.789525 -3.077862 -0.019261 0.5 0.7 0.5 -0.280
H -2.869225 -6.176072 1.595499 0.1 -0.6 -0.2 0.308
H -2.398237 -6.522331 -0.183587 1.2 0.0 0.6 0.345
H -3.962354 -6.436323 0.161520 -0.7 1.0 0.6 0.266
H -1.316424 -1.777187 2.448711 0.4 0.6 0.4 0.014
H -0.227377 -2.316301 1.482911 0.3 -0.3 -0.2 0.117
C 0.327751 2.728442 -3.421233 0.9 0.9 0.7 -0.539
C 1.854810 2.858253 -3.343370 -1.0 0.9 -0.7 0.510
C 2.285108 4.277030 -2.930820 0.8 0.4 2.3 -1.425
O 1.899917 4.545581 -1.471552 -1.1 -3.0 -2.4 -0.122
C 2.402800 5.605272 -0.754769 0.3 1.4 -0.7 -0.899
N 2.311163 1.902988 -2.368942 0.5 0.1 -0.2 0.880
H 0.084706 3.136639 -2.440212 -1.0 0.2 -0.1 -0.009
H 0.018153 1.683338 -3.424545 -0.1 0.0 -0.5 0.110
H -0.018372 3.343296 -4.252054 -0.5 -0.1 0.2 0.369
H 2.221542 2.671588 -4.352710 0.6 0.0 0.1 0.175
H 1.961903 5.085795 -3.586213 -0.4 -0.1 0.1 0.540
H 3.375098 4.278959 -2.928832 0.2 0.1 -0.1 0.515
H 1.979082 5.639394 0.248923 0.1 -0.5 0.0 0.150
H 2.049764 6.519615 -1.231667 0.4 0.5 0.0 0.313
H 3.492044 5.583720 -0.720059 0.2 0.2 0.2 0.365
H 1.674503 1.131450 -2.508499 0.4 -0.8 0.5 -0.562
H 2.020223 2.372589 -1.523406 0.1 -0.3 0.7 -0.297
C -7.092242 -3.514975 -4.149118 0.6 -0.1 0.9 -1.580
C -5.854252 -2.623791 -3.859654 0.4 -0.7 0.4 0.383
C -4.967699 -3.040800 -2.689025 -1.4 -0.1 -0.2 -1.148
O -3.954792 -2.082506 -2.430319 0.3 -0.7 -0.8 0.509
C -3.975751 -1.603478 -1.103642 0.5 1.4 0.6 -0.449
N -5.001774 -2.486497 -5.069532 -0.6 -0.1 0.4 -0.340
H -7.716060 -3.514690 -3.255278 -0.4 0.6 -0.1 0.401
H -6.963714 -4.590262 -4.272957 0.7 0.0 -0.5 0.389
H -7.594728 -3.075996 -5.011031 -0.3 -0.2 0.1 0.441
H -6.341029 -1.669778 -3.657160 0.6 0.4 0.1 0.113
H -4.594551 -4.049204 -2.867874 0.6 0.0 -0.1 0.224
H -5.665488 -3.179919 -1.863287 0.3 0.3 0.5 0.461
H -3.271591 -0.780768 -0.979477 0.2 0.0 -0.7 -0.018
H -3.646092 -2.309801 -0.341708 -0.7 -0.5 -0.3 -0.232
H -4.939090 -1.119711 -0.942271 -0.3 -0.4 0.5 0.515
H -5.768523 -2.212538 -5.667136 0.7 0.8 -1.4 0.372
H -4.810713 -3.426891 -5.384577 0.2 -0.5 -0.1 0.293
```
Forces are in eV/Å.